# 1
Computed, not measured: C13H17NO2 in the gas phase, with wB97M-V/def2-TZVPD.

Each atom is followed by the atoms it is bonded to, with distances in Å.
Geometry (Å):
1 C 3.1086 -2.3791 -1.5400  C2 1.530, H17 1.087, H18 1.088, H19 1.086
2 C 2.7667 -2.8272 -0.1180  C1 1.530, C3 1.530, O4 1.422, H20 1.099
3 C 1.7794 -3.9951 -0.0832  C2 1.530, H21 1.087, H22 1.087, H23 1.086
4 O 2.3988 -1.7527 0.7376  C2 1.422, C5 1.359
5 C 1.2914 -0.9815 0.5785  O4 1.359, C6 1.398, C16 1.390
6 C 1.1445 0.0119 1.5514  C5 1.398, C7 1.377, H24 1.079
7 C 0.0773 0.8818 1.5291  C6 1.377, C8 1.392, H25 1.079
8 C -0.8902 0.8037 0.5316  C7 1.392, C9 1.508, C15 1.387
9 C -2.0714 1.7406 0.5129  C8 1.508, C10 1.542, C14 1.534, H26 1.097
10 C -2.5834 2.0818 -0.9011  C9 1.542, N11 1.441, H27 1.099, H28 1.092
11 N -3.1697 3.3867 -0.7268  C10 1.441, C12 1.350, H29 1.007
12 C -2.7550 4.0536 0.3711  N11 1.350, O13 1.207, C14 1.522
13 O -3.0780 5.1759 0.6773  C12 1.207
14 C -1.8106 3.1247 1.1200  C9 1.534, C12 1.522, H30 1.092, H31 1.088
15 C -0.7511 -0.1937 -0.4217  C8 1.387, C16 1.385, H32 1.080
16 C 0.3187 -1.0739 -0.4095  C5 1.390, C15 1.385, H33 1.077
17 H 3.6330 -3.1823 -2.0511  C1 1.087
18 H 3.7573 -1.5071 -1.5020  C1 1.088
19 H 2.2240 -2.1246 -2.1157  C1 1.086
20 H 3.6983 -3.1654 0.3570  C2 1.099
21 H 1.5124 -4.2165 0.9474  C3 1.087
22 H 2.2495 -4.8732 -0.5183  C3 1.087
23 H 0.8695 -3.7828 -0.6360  C3 1.086
24 H 1.8941 0.0774 2.3243  C6 1.079
25 H -0.0032 1.6282 2.3039  C7 1.079
26 H -2.8930 1.2707 1.0682  C9 1.097
27 H -1.7504 2.1185 -1.6167  C10 1.099
28 H -3.3281 1.3695 -1.2636  C10 1.092
29 H -3.7361 3.8222 -1.4358  N11 1.007
30 H -0.7903 3.4584 0.9183  C14 1.092
31 H -1.9865 3.1760 2.1920  C14 1.088
32 H -1.4925 -0.3035 -1.1991  C15 1.080
33 H 0.3659 -1.8228 -1.1817  C16 1.077

Results
calculated total energy	-710.82150	Ha
energy above the lowest of the compared OMol25 structures with the same formula, charge and spin	0.000	eV
charge	0
SMILES	CC(C)Oc1ccc([C@@H]2CNC(=O)C2)cc1
highest occupied orbital energy	-8.43	eV
orbital gap	0.336	hartree



# 2
Computed, not measured: C13H17NO4S in the gas phase in a non-equilibrium geometry, with wB97M-V/def2-TZVPD.

Each atom is followed by the atoms it is bonded to, with distances in Å.
Geometry (Å):
1 C 4.8941 -3.1196 -1.6787  C2 1.522, H20 1.086, H21 1.087, H22 1.087
2 C 3.4978 -3.6156 -2.0253  C1 1.522, O3 1.429, H23 1.095, H24 1.092
3 O 2.5836 -2.5294 -2.1881  C2 1.429, C4 1.337
4 C 2.0441 -2.0222 -1.0749  O3 1.337, O5 1.205, C6 1.489
5 O 2.2619 -2.4447 0.0329  C4 1.205
6 C 1.1294 -0.8826 -1.3614  C4 1.489, C7 1.394, C19 1.393
7 C 0.8054 -0.5053 -2.6633  C6 1.394, C8 1.384, H25 1.079
8 C -0.0548 0.5552 -2.8869  C7 1.384, C9 1.387, H26 1.079
9 C -0.5961 1.2479 -1.8138  C8 1.387, C10 1.382, H27 1.079
10 C -0.2675 0.8692 -0.5258  C9 1.382, S11 1.795, C19 1.378
11 S -0.9432 1.7653 0.8756  C10 1.795, O12 1.438, O13 1.432, N14 1.685
12 O -1.9641 2.6543 0.3893  S11 1.438
13 O 0.1345 2.3305 1.6309  S11 1.432
14 N -1.5725 0.4734 1.7561  S11 1.685, C15 1.450, C18 1.452
15 C -2.8909 0.0894 1.2903  N14 1.450, C16 1.541, H28 1.089, H29 1.094
16 C -3.8970 0.9210 2.1089  C15 1.541, C17 1.539, H30 1.089, H31 1.088
17 C -3.0865 1.4412 3.3093  C16 1.539, C18 1.535, H32 1.088, H33 1.089
18 C -1.7235 0.7479 3.1738  N14 1.452, C17 1.535, H34 1.088, H35 1.094
19 C 0.5871 -0.1851 -0.2850  C6 1.393, C10 1.378, H36 1.078
20 H 5.5767 -3.9628 -1.6252  C1 1.086
21 H 4.8800 -2.6160 -0.7154  C1 1.087
22 H 5.2458 -2.4239 -2.4367  C1 1.087
23 H 3.1249 -4.2774 -1.2369  C2 1.095
24 H 3.4906 -4.1364 -2.9850  C2 1.092
25 H 1.2310 -1.0499 -3.4916  C7 1.079
26 H -0.3044 0.8443 -3.8965  C8 1.079
27 H -1.2702 2.0789 -1.9525  C9 1.079
28 H -2.9591 0.2764 0.2194  C15 1.089
29 H -3.0152 -0.9814 1.4751  C15 1.094
30 H -4.7436 0.3111 2.4203  C16 1.089
31 H -4.2643 1.7515 1.5097  C16 1.088
32 H -3.5608 1.2120 4.2617  C17 1.088
33 H -2.9543 2.5197 3.2340  C17 1.089
34 H -0.8868 1.3613 3.5015  C18 1.088
35 H -1.7071 -0.2084 3.7045  C18 1.094
36 H 0.8337 -0.4658 0.7265  C19 1.078

Results
calculated total energy	-1259.47810	Ha
energy above the lowest of the compared OMol25 structures with the same formula, charge and spin	1.467	eV
charge	0
SMILES	CCOC(=O)c1cccc(S(=O)(=O)N2CCCC2)c1
highest occupied orbital energy	-9.67	eV
orbital gap	0.365	hartree



# 3
Computed, not measured: C13H17NO4S in the gas phase, with wB97M-V/def2-TZVPD.

Each atom is followed by the atoms it is bonded to, with distances in Å.
Geometry (Å):
1 C 1.5520 1.7574 1.2525  N2 1.446, H20 1.093, H21 1.088, H22 1.087
2 N 1.0139 1.3948 -0.0397  C1 1.446, C3 1.360, C13 1.465
3 C -0.3127 1.4753 -0.3263  N2 1.360, O4 1.214, C5 1.532
4 O -0.7419 1.2367 -1.4367  C3 1.214
5 C -1.2529 1.8450 0.8260  C3 1.532, O6 1.402, H23 1.097, H24 1.095
6 O -2.5764 1.5103 0.5071  C5 1.402, C7 1.369
7 C -2.8632 0.1921 0.2720  O6 1.369, C8 1.390, C12 1.394
8 C -2.0031 -0.8704 0.5253  C7 1.390, C9 1.386, H25 1.080
9 C -2.4158 -2.1658 0.2565  C8 1.386, C10 1.382, H26 1.080
10 C -3.6756 -2.4180 -0.2529  C9 1.382, C11 1.386, H27 1.079
11 C -4.5364 -1.3585 -0.4938  C10 1.386, C12 1.379, H28 1.080
12 C -4.1362 -0.0640 -0.2354  C7 1.394, C11 1.379, H29 1.078
13 C 1.8213 0.7553 -1.0821  N2 1.465, C14 1.535, C19 1.524, H30 1.098
14 C 3.3342 0.7259 -0.8210  C13 1.535, C15 1.521, H31 1.090, H32 1.092
15 C 3.6627 -0.3328 0.2205  C14 1.521, S16 1.837, H33 1.084, H34 1.084
16 S 2.2221 -1.4714 0.1838  C15 1.837, O17 1.439, O18 1.435, C19 1.814
17 O 1.4328 -1.2791 1.3718  S16 1.439
18 O 2.6490 -2.8097 -0.1071  S16 1.435
19 C 1.4089 -0.7027 -1.2438  C13 1.524, S16 1.814, H35 1.085, H36 1.084
20 H 1.5257 0.9114 1.9447  C1 1.093
21 H 0.9756 2.5821 1.6662  C1 1.088
22 H 2.5759 2.1054 1.1448  C1 1.087
23 H -0.9372 1.3522 1.7543  C5 1.097
24 H -1.2599 2.9299 0.9718  C5 1.095
25 H -1.0138 -0.7226 0.9322  C8 1.080
26 H -1.7327 -2.9793 0.4535  C9 1.080
27 H -3.9859 -3.4307 -0.4612  C10 1.079
28 H -5.5242 -1.5424 -0.8902  C11 1.080
29 H -4.7897 0.7733 -0.4227  C12 1.078
30 H 1.6153 1.3029 -2.0114  C13 1.098
31 H 3.7086 1.7111 -0.5430  C14 1.090
32 H 3.8054 0.4612 -1.7694  C14 1.092
33 H 3.7517 0.0528 1.2300  C15 1.084
34 H 4.5398 -0.9194 -0.0295  C15 1.084
35 H 1.8266 -1.1524 -2.1386  C19 1.085
36 H 0.3362 -0.8560 -1.2082  C19 1.084

Results
calculated total energy	-1259.45819	Ha
energy above the lowest of the compared OMol25 structures with the same formula, charge and spin	2.009	eV
charge	0
SMILES	CN(C(=O)COc1ccccc1)[C@H]1CCS(=O)(=O)C1
highest occupied orbital energy	-8.39	eV
orbital gap	0.324	hartree



Q: What is the calculated total energy in the second record?
A: -1259.47810 Ha



Q: Which of these has the lowest calculated total energy?
A: number 2



Please write out number 2 again, unchanged.
Computed, not measured: C13H17NO4S in the gas phase in a non-equilibrium geometry, with wB97M-V/def2-TZVPD.

Each atom is followed by the atoms it is bonded to, with distances in Å.
Geometry (Å):
1 C 4.8941 -3.1196 -1.6787  C2 1.522, H20 1.086, H21 1.087, H22 1.087
2 C 3.4978 -3.6156 -2.0253  C1 1.522, O3 1.429, H23 1.095, H24 1.092
3 O 2.5836 -2.5294 -2.1881  C2 1.429, C4 1.337
4 C 2.0441 -2.0222 -1.0749  O3 1.337, O5 1.205, C6 1.489
5 O 2.2619 -2.4447 0.0329  C4 1.205
6 C 1.1294 -0.8826 -1.3614  C4 1.489, C7 1.394, C19 1.393
7 C 0.8054 -0.5053 -2.6633  C6 1.394, C8 1.384, H25 1.079
8 C -0.0548 0.5552 -2.8869  C7 1.384, C9 1.387, H26 1.079
9 C -0.5961 1.2479 -1.8138  C8 1.387, C10 1.382, H27 1.079
10 C -0.2675 0.8692 -0.5258  C9 1.382, S11 1.795, C19 1.378
11 S -0.9432 1.7653 0.8756  C10 1.795, O12 1.438, O13 1.432, N14 1.685
12 O -1.9641 2.6543 0.3893  S11 1.438
13 O 0.1345 2.3305 1.6309  S11 1.432
14 N -1.5725 0.4734 1.7561  S11 1.685, C15 1.450, C18 1.452
15 C -2.8909 0.0894 1.2903  N14 1.450, C16 1.541, H28 1.089, H29 1.094
16 C -3.8970 0.9210 2.1089  C15 1.541, C17 1.539, H30 1.089, H31 1.088
17 C -3.0865 1.4412 3.3093  C16 1.539, C18 1.535, H32 1.088, H33 1.089
18 C -1.7235 0.7479 3.1738  N14 1.452, C17 1.535, H34 1.088, H35 1.094
19 C 0.5871 -0.1851 -0.2850  C6 1.393, C10 1.378, H36 1.078
20 H 5.5767 -3.9628 -1.6252  C1 1.086
21 H 4.8800 -2.6160 -0.7154  C1 1.087
22 H 5.2458 -2.4239 -2.4367  C1 1.087
23 H 3.1249 -4.2774 -1.2369  C2 1.095
24 H 3.4906 -4.1364 -2.9850  C2 1.092
25 H 1.2310 -1.0499 -3.4916  C7 1.079
26 H -0.3044 0.8443 -3.8965  C8 1.079
27 H -1.2702 2.0789 -1.9525  C9 1.079
28 H -2.9591 0.2764 0.2194  C15 1.089
29 H -3.0152 -0.9814 1.4751  C15 1.094
30 H -4.7436 0.3111 2.4203  C16 1.089
31 H -4.2643 1.7515 1.5097  C16 1.088
32 H -3.5608 1.2120 4.2617  C17 1.088
33 H -2.9543 2.5197 3.2340  C17 1.089
34 H -0.8868 1.3613 3.5015  C18 1.088
35 H -1.7071 -0.2084 3.7045  C18 1.094
36 H 0.8337 -0.4658 0.7265  C19 1.078

Results
calculated total energy	-1259.47810	Ha
energy above the lowest of the compared OMol25 structures with the same formula, charge and spin	1.467	eV
charge	0
SMILES	CCOC(=O)c1cccc(S(=O)(=O)N2CCCC2)c1
highest occupied orbital energy	-9.67	eV
orbital gap	0.365	hartree